57
Properties=species:S:1:pos:R:3:forces:R:3 method="wB97M-V/def2-TZVPD" total_energy_ha=-4244.7395 homo_lumo_gap_ev=8.5701 charge=+2 e_above_lowest_kj_mol=51.09 e_homo_ev=-14.69 fmax_ha_per_bohr=0.0105
Pt 0.696362 -2.622971 -0.620183 -0.145 -0.470 -0.090
O 1.708083 2.698283 0.302517 -0.012 -0.002 0.122
Cl 1.044595 1.503404 0.678105 -0.191 -0.329 -0.208
O -0.119247 1.689925 1.429195 0.071 0.028 0.009
O 0.451894 0.868919 -0.857582 0.190 0.321 0.056
O 1.878485 0.430773 1.009004 0.003 0.048 0.054
N 1.953378 2.849711 -2.519537 0.023 -0.170 -0.094
C 0.725022 2.559915 -2.875523 0.067 0.115 0.029
S -0.457839 1.899058 -1.733333 -0.030 -0.034 -0.046
N 0.243741 2.794641 -4.079095 -0.093 0.017 0.045
C 0.886829 3.562523 -5.118120 0.026 0.005 -0.030
C 0.893924 3.037264 -6.400971 0.038 -0.033 0.020
C 1.479956 3.768886 -7.421942 0.003 0.013 -0.003
C 2.053232 5.004131 -7.153390 -0.003 -0.008 -0.001
C 2.026473 5.522352 -5.865932 0.008 0.000 0.002
C 1.432983 4.807269 -4.836499 -0.063 0.021 0.000
H 2.240664 2.763706 -1.553865 0.007 0.061 -0.029
H 2.622049 3.167944 -3.209205 -0.024 0.022 -0.009
H -0.639616 2.359424 -4.309393 -0.024 0.044 -0.006
H 0.447327 2.070906 -6.601017 0.008 0.000 -0.001
H 1.487708 3.372602 -8.427765 0.001 -0.001 0.001
H 2.510646 5.571152 -7.952237 -0.001 0.001 0.000
H 2.450666 6.495893 -5.662717 -0.003 0.001 0.001
H 1.361504 5.236654 -3.844894 0.017 -0.011 0.009
N 2.796625 -3.044551 -2.773517 0.014 -0.080 0.059
C 1.994672 -2.887507 -1.964712 0.043 0.048 -0.101
H 3.531794 -3.280564 -3.413442 -0.010 0.011 -0.015
C -3.891927 -1.259185 -2.367987 0.000 0.001 0.001
N -3.435892 -2.497186 -1.765897 -0.021 0.008 -0.021
C -4.386611 -3.522937 -1.304686 0.004 -0.014 0.007
C -3.467968 -4.615616 -0.727487 -0.013 -0.009 -0.024
N -2.145387 -4.151913 -1.161167 -0.004 0.023 0.066
C -2.193570 -2.931969 -1.678961 0.069 -0.011 -0.067
S -0.816792 -2.028928 -2.248938 -0.035 0.124 0.256
H -4.765705 -0.908123 -1.822891 0.009 0.008 0.010
H -4.163183 -1.410610 -3.413601 -0.005 -0.002 0.003
H -3.104420 -0.512412 -2.298280 0.003 -0.002 -0.010
H -4.988118 -3.876821 -2.142359 0.023 -0.001 -0.018
H -5.048203 -3.092217 -0.555316 -0.019 -0.009 -0.013
H -3.679518 -5.597161 -1.143840 -0.011 -0.006 0.022
H -3.518455 -4.670678 0.359313 0.015 0.027 0.004
H -1.281233 -4.610724 -0.927639 -0.005 -0.025 -0.032
F -0.370590 -5.415830 1.106838 -0.003 -0.002 -0.005
C -0.257679 -4.811639 2.298537 -0.011 -0.010 -0.011
F -1.459032 -4.673068 2.826997 0.012 -0.004 0.004
F 0.523572 -5.513437 3.079411 0.014 0.000 -0.008
S 0.463408 -3.134593 2.012112 0.069 0.199 -0.111
O 1.657240 -3.361144 1.132717 -0.027 0.308 0.092
O -0.529147 -2.478211 1.082867 0.077 0.030 -0.079
N 0.640342 -2.599944 3.362393 -0.100 -0.467 0.252
S 1.130035 -1.335009 4.272639 0.017 0.249 -0.039
O 0.773954 -0.118020 3.624840 0.023 0.014 -0.026
O 0.791863 -1.613437 5.615824 -0.010 -0.035 -0.020
C 2.958741 -1.537964 4.102198 0.002 -0.048 -0.019
F 3.549953 -0.643002 4.867274 0.006 0.029 0.003
F 3.314583 -2.759834 4.459385 0.001 0.012 0.016
F 3.300918 -1.338071 2.827258 0.000 -0.002 -0.003

41
Properties=species:S:1:pos:R:3:forces:R:3 method="wB97M-V/def2-TZVPD" total_energy_ha=-2726.9302 multiplicity=4 s2=4.201 homo_lumo_gap_ev="4.1905 / 6.1132" charge=+2 e_above_lowest_kj_mol=50.10 e_homo_ev="-15.83 / -15.81" fmax_ha_per_bohr=0.0961
C 1.684713 2.056315 0.719094 2.132 -1.122 -2.015
C 0.346995 2.448880 1.166417 -2.527 -0.133 1.222
H 2.583533 1.923275 1.379631 -1.421 0.011 -0.076
H 2.066660 2.655294 -0.133964 -0.327 -0.267 0.378
H 1.427281 1.026376 0.250107 1.418 0.395 0.255
H -0.367380 1.678635 0.737647 -0.326 0.063 0.163
H 0.143042 2.288641 2.244983 0.235 0.513 -0.547
H -0.102755 3.373163 0.757666 0.617 -0.153 0.533
C 1.965204 -2.226468 -1.245914 -0.733 -0.159 -0.106
C 2.327123 -3.356943 -1.970670 -0.347 0.207 0.199
C 1.314670 -4.126581 -2.555617 0.562 0.121 0.079
C -0.019769 -3.772425 -2.419357 -0.648 0.092 0.174
H 2.660239 -1.560506 -0.732956 -0.129 -0.218 -0.152
H 3.378095 -3.606965 -2.048142 -0.105 -0.095 -0.053
H 1.568153 -5.019195 -3.118378 0.023 0.111 0.025
H -0.808687 -4.349824 -2.877116 0.146 -0.234 -0.059
N 0.648851 -1.931648 -1.139792 -0.968 0.240 -0.207
C -0.375906 -2.667181 -1.669670 1.420 -0.545 -0.329
C -1.753239 -2.228266 -1.408732 -1.534 0.636 0.421
N -1.945554 -1.171997 -0.557033 1.030 0.412 -0.718
C -3.132677 -0.572236 -0.279925 0.499 -0.796 -0.352
C -4.138236 -2.238467 -1.676628 -0.223 0.336 0.358
C -4.276939 -1.124076 -0.843734 0.373 0.072 0.304
H -3.101378 0.297012 0.389414 -0.129 -0.425 -0.243
H -5.232710 -0.682731 -0.591323 -0.048 -0.137 -0.159
C -2.890736 -2.772192 -1.963683 0.534 -0.504 -0.136
H -2.773529 -3.632276 -2.603835 -0.312 -0.050 -0.133
H -5.014365 -2.707379 -2.097643 -0.120 0.029 -0.086
Mn -0.201436 -0.409495 -0.400129 2.079 1.332 4.278
C -0.194130 1.058157 -1.785108 -0.298 0.843 -2.017
H -1.238056 1.154649 -2.138863 0.261 -0.241 0.447
H 0.413113 0.678163 -2.631625 -0.105 -0.201 0.592
H 0.193213 2.040516 -1.467073 -0.096 -0.720 0.434
F 1.152935 -0.593498 5.394640 0.290 0.102 -1.917
C 1.506505 -0.518460 4.086366 0.824 0.222 0.786
F 1.756271 0.788642 3.766392 -0.232 -1.117 0.305
F 2.657621 -1.220006 3.908163 -1.312 0.700 0.047
S 0.131334 -1.151062 2.972412 -0.310 -0.601 2.733
O -0.019262 -2.540073 3.358036 0.107 1.448 -1.149
O -0.960925 -0.230311 3.229233 0.544 -0.537 -0.963
O 0.768605 -0.930103 1.620531 -0.846 0.371 -2.315

43
Properties=species:S:1:pos:R:3:forces:R:3 method="wB97M-V/def2-TZVPD" total_energy_ha=-1438.3169 homo_lumo_gap_ev=7.4245 charge=0 e_above_lowest_kj_mol=0.00 e_homo_ev=-8.77 smiles="O=[N+]([O-])c1cc(C(F)(F)F)cc([N+](=O)[O-])c1NCCCN1CCOCC1" fmax_ha_per_bohr=0.0227
O 3.436250 3.577879 -0.590259 0.120 0.286 0.086
N 2.581274 2.731452 -0.470034 -0.027 0.356 0.032
O 1.540246 2.913310 0.150711 -0.157 0.240 0.218
C 2.800837 1.460406 -1.089825 0.428 -0.981 -0.467
C 4.002582 1.312485 -1.767856 -0.099 -0.129 -0.039
C 4.312359 0.133295 -2.421977 -0.042 -0.021 -0.023
C 3.448235 -0.949199 -2.316150 -0.046 0.228 0.057
C 2.268874 -0.835464 -1.606439 0.605 0.825 -0.201
C 1.833260 0.401750 -1.039088 0.111 0.028 -0.070
N 0.611611 0.613980 -0.567894 -0.265 0.570 0.542
C -0.570217 -0.200870 -0.684485 -0.500 -0.487 0.000
H -0.617257 -0.625459 -1.695539 0.006 -0.017 0.103
C -1.800827 0.660266 -0.416511 0.131 -0.006 0.173
H -2.687632 0.100496 -0.713918 -0.030 0.010 -0.068
H -1.751047 1.550327 -1.046316 -0.057 0.014 -0.092
C -1.943312 1.088574 1.063787 -0.057 0.055 -0.265
N -2.751369 0.247632 1.913611 -0.020 -0.075 0.159
C -4.170408 0.239532 1.618667 -0.110 -0.153 0.282
C -4.901936 -0.413145 2.794374 -0.124 0.310 -0.252
O -4.440932 -1.724078 3.017046 -0.085 -0.147 -0.056
C -3.057033 -1.724493 3.276751 0.388 -0.065 -0.127
C -2.274526 -1.107125 2.114289 -0.261 -0.085 0.322
H -1.212677 -1.082651 2.365431 0.052 -0.042 -0.033
H -2.424433 -1.738414 1.221687 0.079 -0.014 0.013
H -2.771938 -2.767225 3.423697 0.037 0.067 0.024
H -2.849179 -1.152292 4.193075 0.023 -0.056 -0.065
H -5.970751 -0.493460 2.589723 0.046 0.063 0.022
H -4.744397 0.196964 3.696239 -0.038 -0.021 -0.077
H -4.516511 1.267470 1.496232 -0.040 0.009 -0.025
H -4.407026 -0.328773 0.702060 -0.024 0.062 0.010
H -0.954035 1.154358 1.526036 0.040 0.104 0.010
H -2.390653 2.085053 1.100485 0.104 0.012 0.011
H -0.528791 -1.036270 0.025299 -0.134 0.243 -0.249
H 0.474493 1.530051 -0.134559 0.263 -0.406 -0.250
N 1.576531 -2.070757 -1.355288 -0.158 -0.168 0.160
O 1.122220 -2.227852 -0.238159 0.111 -0.263 0.201
O 1.546688 -2.894031 -2.242561 -0.093 -0.312 -0.231
H 3.697573 -1.903275 -2.758598 -0.021 -0.023 0.007
C 5.616717 -0.000587 -3.157373 0.093 -0.016 0.110
F 5.571056 -0.937063 -4.111776 -0.195 -0.204 -0.096
F 6.622977 -0.345245 -2.332599 0.069 -0.037 0.174
F 5.986356 1.143258 -3.747011 -0.076 0.261 -0.007
H 4.686748 2.149191 -1.784986 -0.046 -0.016 -0.020

38
Properties=species:S:1:pos:R:3:forces:R:3 method="wB97M-V/def2-TZVPD" total_energy_ha=-2082.7375 multiplicity=4 s2=3.943 homo_lumo_gap_ev="6.0225 / 3.7852" charge=+4 e_homo_ev="-23.41 / -23.38" fmax_ha_per_bohr=0.0714
N -0.854491 -1.824786 -0.990057 1.183 0.665 0.243
C -0.950325 -2.906249 -1.401911 -0.441 0.699 0.208
C -1.181199 -4.229533 -1.935847 0.211 -0.250 -0.088
H -0.661963 -4.971963 -1.305922 -0.242 0.172 -0.200
H -0.786407 -4.277714 -2.965911 -0.209 -0.039 0.326
H -2.266239 -4.428257 -1.939478 0.314 0.007 -0.014
N -1.009402 1.841573 -0.823141 0.890 -0.335 -0.138
C -1.336640 2.824853 -1.353431 0.009 -0.872 0.592
C -1.807507 4.033588 -1.976350 -0.022 0.274 -0.200
H -1.533870 4.017932 -3.045867 -0.149 0.077 0.310
H -1.332314 4.900023 -1.484842 -0.197 -0.192 -0.167
H -2.903582 4.090685 -1.869043 0.303 0.055 -0.065
N 0.520724 0.334153 2.160035 0.471 -0.320 -1.322
C 1.052921 0.238578 3.186310 -0.628 0.299 -0.258
C 1.634010 0.187668 4.509762 0.245 -0.178 0.122
H 1.023621 0.805304 5.190449 0.207 -0.179 -0.166
H 2.664994 0.581686 4.470031 -0.368 -0.106 0.108
H 1.650575 -0.859176 4.858055 -0.013 0.354 -0.035
Mn 0.488729 0.062082 -0.255223 -1.661 0.051 0.669
C -2.153421 1.376504 1.816793 -1.640 2.070 1.774
O -2.469387 2.172405 2.573100 1.121 -2.546 -2.330
C -3.111222 -0.128195 -0.374663 -2.985 0.013 -1.263
O -4.038042 -0.300838 -1.020898 3.038 0.442 2.019
C 1.641291 -0.578968 -2.128824 -0.151 0.027 -0.617
C 2.199517 -1.231038 -1.017977 0.430 -0.441 0.401
C 2.675491 -0.479591 0.071643 0.277 -0.651 0.079
C 2.590354 0.921342 0.047714 0.205 0.519 0.206
C 2.003658 1.571201 -1.050720 0.229 0.474 0.044
C 1.531054 0.821070 -2.139925 -0.051 0.057 -0.526
H 1.276627 -1.153878 -2.981080 0.008 0.095 0.201
H 2.267928 -2.319473 -0.995776 -0.059 0.197 0.036
H 3.110281 -0.990061 0.932043 -0.133 0.079 -0.143
H 2.963039 1.512061 0.885567 -0.136 -0.130 -0.118
H 1.920156 2.659608 -1.053704 -0.030 -0.241 0.025
H 1.077426 1.320994 -2.997776 0.052 -0.115 0.212
O -1.617847 -1.821720 1.950733 -0.269 0.726 0.086
H -1.880371 -1.476542 2.825217 0.097 -0.553 -0.339
H -2.398166 -2.295327 1.630916 0.099 -0.205 0.327